A structure of composition C34H53HfN6O2P2Se in a non-equilibrium geometry. Source: OMol25; level of theory: ωB97M-V/def2-TZVPD.

XYZ file:
```
99
Properties=species:S:1:pos:R:3:lowdin_charge:R:1
Hf 0.34741 -0.16266 -0.52984 1.16
Se 2.42341 -0.16266 -2.32974 0.99
P -0.40749 -2.01116 1.20616 1.01
P -0.42589 1.70294 1.22336 1.04
O -1.40489 2.27954 -3.63944 -0.05
O -0.46559 1.24504 -1.93754 -0.36
N 1.99371 -0.06586 2.27986 -0.08
N 5.02671 -0.46076 -3.16474 -0.12
N -1.80419 -0.15716 -0.84854 -0.13
N 2.04361 -0.16266 0.94076 -0.17
N -0.80739 2.42884 -2.45394 -0.09
N 3.61911 0.13544 -4.78834 -0.12
C 3.22351 -0.09916 2.87056 -0.06
C -3.07439 -2.94076 1.22206 -0.06
C -2.66629 -0.98356 -0.19234 -0.29
C -1.31009 2.32544 2.71136 -0.54
C -1.69779 3.52484 -0.52694 -0.04
C 1.84311 2.35214 -0.24184 -0.16
C -2.62919 5.36474 -1.96664 -0.05
C -1.08119 -1.89306 3.91706 -0.10
C -4.92499 -1.92946 0.08486 -0.03
C 4.13261 -0.22596 1.84776 0.00
C -2.69979 1.69184 2.84046 -0.11
C 2.02781 2.52734 2.23706 -0.11
C 5.56341 -0.83216 -1.85844 -0.01
C 4.85411 0.02194 -5.31764 -0.04
C -2.80459 1.58034 -2.14544 -0.05
C -3.01189 2.92904 -2.44494 -0.08
C -5.35889 -3.98006 1.45746 -0.06
C 1.09011 2.72434 1.04146 -0.50
C 0.43311 -3.18956 0.08336 -0.52
C -0.37419 -4.42326 -0.31134 -0.09
C -4.43689 -2.94136 0.90076 -0.29
C -1.49649 2.16724 -0.19544 -0.31
C -4.05419 -0.97716 -0.44994 0.01
C -2.08369 1.16044 -1.00884 -0.42
C 3.74691 -0.16266 -3.47704 -0.66
C 3.34941 -0.26026 0.67966 -0.16
C -0.22009 -4.12416 3.15296 -0.10
C 0.92171 -2.47696 -1.18254 -0.34
C -1.42609 3.83834 2.86706 -0.10
C 5.72581 -0.34726 -4.31224 -0.05
C -2.17389 -1.98546 0.70446 -0.27
C -2.47049 3.91534 -1.62864 -0.29
C 2.40211 0.50684 -5.50484 -0.01
C -0.18719 -2.62016 2.90996 -0.55
H -3.53179 5.53404 -2.56334 0.08
H -2.65749 0.59924 2.78706 0.06
H 3.33781 -0.03096 3.94266 0.15
H 1.54471 -3.14936 -1.78344 0.12
H -5.90679 -3.57856 2.31496 0.08
H -2.71289 -3.71786 1.87886 0.08
H -1.81759 4.08394 3.86136 0.09
H 1.97551 1.43194 -5.06354 0.11
H 1.23981 2.53854 -1.13684 0.06
H 3.67471 -0.35206 -0.34874 -0.01
H -2.72369 5.96714 -1.05714 0.08
H -0.96869 -0.80636 3.84106 0.05
H 6.78971 -0.51936 -4.41344 0.13
H 0.25181 -5.11776 -0.88364 0.09
H 6.65701 -1.01716 -1.92374 0.11
H -0.81349 -2.17226 4.94246 0.09
H 2.93881 3.12384 2.11416 0.10
H -6.07509 -4.30566 0.69526 0.08
H -1.19469 -4.57336 2.95686 0.07
H 1.65821 -0.31386 -5.42944 0.11
H 0.52331 -4.64906 2.54526 0.07
H 5.10511 0.19404 -6.35644 0.13
H -1.23049 -4.16586 -0.94444 0.09
H 1.53001 -1.59706 -0.94224 -0.11
H -3.19189 0.82354 -2.82414 0.14
H -0.39429 -1.44696 -1.81414 0.08
H -0.75239 -4.97156 0.55536 0.07
H -2.14039 -2.13276 3.78166 0.08
H -3.38019 2.03744 2.05386 0.09
H -0.71999 1.96694 3.56436 0.09
H 5.38341 -0.01146 -1.13274 0.09
H 0.83981 -2.31806 3.15836 0.09
H 0.08961 -2.14976 -1.81494 -0.05
H -5.97809 -1.87616 -0.17024 0.12
H -4.47239 -0.22636 -1.11294 0.10
H 5.06611 -1.75726 -1.49864 0.11
H -0.46109 4.34414 2.77426 0.07
H 2.75691 2.94914 -0.33914 0.11
H -1.22719 4.29824 0.06836 0.11
H -3.15249 1.95434 3.80336 0.09
H -4.80669 -4.86906 1.78066 0.08
H 5.20821 -0.28556 1.93086 0.12
H 1.56061 2.84194 3.17616 0.08
H -3.57839 3.18584 -3.33374 0.13
H -2.11639 4.27894 2.14236 0.08
H 1.33441 -3.53246 0.60656 0.12
H 0.83641 3.78724 0.98346 0.11
H 2.13451 1.29494 -0.25094 -0.06
H 2.62181 0.69184 -6.57804 0.11
H 2.32971 1.47924 2.34956 -0.01
H -1.76229 5.71414 -2.53614 0.08
H 0.02421 -4.34366 4.19926 0.09
H 1.08481 0.02044 2.72276 0.12
```

LUMO energy (alpha / beta): -2.319 / -2.319 eV
calculated total energy: -4937.8218 Ha
charge: +1
strongest force on any atom: 9.13 eV/Å


A cluster of 3 separate species, C24H39N3O4S2 in total in a non-equilibrium geometry. Source: OMol25; level of theory: ωB97M-V/def2-TZVPD.

XYZ file:
```
72
Properties=species:S:1:pos:R:3:lowdin_charge:R:1
S -1.77100 -1.35442 1.45668 0.71
S -0.22744 1.35955 0.76677 0.92
O -2.14707 5.65697 -3.48136 -0.20
O -0.35545 7.70856 -7.10561 -0.18
O 1.97410 -5.60873 3.51292 -0.20
O 0.20041 -7.69710 7.12410 -0.19
N 2.97456 1.26156 1.18088 0.03
N -3.01198 6.18532 -6.31103 -0.05
N -0.66167 -7.17426 4.29378 -0.05
C 3.39717 2.88368 -0.65549 -0.02
C 0.55258 3.19664 -1.23008 -0.08
C 2.94137 -1.11615 1.93301 -0.01
C 0.76288 -0.07739 1.33315 -0.44
C 2.18179 -5.77631 4.90595 -0.09
C 2.20078 0.06922 1.44985 -0.24
C 2.99977 3.80565 -1.71342 -0.08
C -2.58291 4.90194 -5.75433 -0.21
C 0.03018 -1.31314 1.65254 -0.59
C -0.92752 6.58529 -7.76032 -0.22
C -2.94822 4.78644 -4.27949 -0.21
C 1.02655 2.29363 -0.18221 -0.43
C -0.58454 -8.57696 6.32194 -0.21
C -0.14440 7.54316 -5.71418 -0.10
C -0.21567 -8.45276 4.84871 -0.21
C -0.10153 -6.86513 2.97796 -0.20
C 2.43125 2.10414 0.13969 -0.24
C -2.45179 6.48262 -7.62977 -0.20
C 1.56692 3.97260 -1.98233 -0.07
C -2.86897 6.76126 -2.96143 -0.11
C 1.42141 -6.73930 2.85272 -0.22
C 0.78837 -2.45811 2.14760 -0.09
C -0.52896 -6.60300 7.65351 -0.11
C 2.23778 -2.33847 2.26738 -0.07
H -0.45757 -7.61032 2.26005 0.12
H -2.87412 7.44610 -7.93282 0.12
H -0.52674 3.34452 -1.45111 0.10
H -2.82138 5.74068 -8.34444 0.12
H 4.48221 2.78477 -0.43462 0.10
H 0.23596 -3.38627 2.41920 0.09
H -3.06602 4.09492 -6.31195 0.12
H 2.45996 -6.80055 5.16563 0.09
H -0.68494 -9.26532 4.28730 0.12
H 1.29360 -5.46846 5.46280 0.07
H 2.99437 -5.11463 5.20956 0.09
H 0.87174 -8.56104 4.77097 0.10
H 1.64479 -6.59224 1.79149 0.12
H -1.49738 4.77756 -5.83567 0.10
H 1.30950 4.71659 -2.77823 0.09
H 3.12633 1.76114 2.05933 0.14
H -0.70559 6.72599 -8.82263 0.12
H 0.67959 8.19333 -5.41665 0.09
H 4.05023 -1.03241 2.04536 0.11
H -3.07536 7.50038 -3.74142 0.07
H -0.41006 -6.43028 4.93138 0.06
H -1.65711 -8.43419 6.48194 0.12
H 0.09085 -6.12487 8.41271 0.09
H -4.01783 4.94484 -4.11519 0.12
H -0.74463 -5.86030 6.87917 0.07
H -0.33570 -9.59214 6.64608 0.12
H -0.53746 -5.90689 2.67596 0.11
H 0.11963 6.51530 -5.45209 0.08
H -1.02561 7.86576 -5.15427 0.07
H 3.78514 4.37762 -2.24876 0.09
H -2.74720 6.92716 -5.67649 0.06
H -0.41386 5.66212 -7.46886 0.11
H -2.24706 7.23954 -2.20389 0.09
H -2.26857 -2.27551 2.35656 -0.12
H -2.71261 3.76815 -3.95462 0.12
H 1.94812 -7.65507 3.14322 0.11
H 2.84116 -3.19374 2.66059 0.09
H -1.46047 -6.93244 8.12095 0.09
H -3.80466 6.44321 -2.49463 0.09
```

LUMO energy: 0.569 eV
ΔE to the lowest compared entry with this formula, charge and spin: 0.00 kJ/mol
calculated total energy: -2199.3190 Ha
charge: 0
strongest force on any atom: 3.40 eV/Å
SMILES: Sc1cccc2c1Sc1ccccc1N2.COCCNCCOC.COCCNCCOC


A cluster of 2 separate species, C4H12 in total in a non-equilibrium geometry. Source: OMol25; level of theory: ωB97M-V/def2-TZVPD.

XYZ file:
```
16
Properties=species:S:1:pos:R:3:lowdin_spin:R:1
C -0.81935 -0.39992 2.33748 0.15
C 0.67643 0.18006 -2.68499 0.12
C -0.09611 0.83371 1.70734 0.25
C 0.16443 -0.63828 -1.38024 0.15
H -0.08036 0.36875 -3.49442 0.00
H 0.68479 0.75352 0.93899 0.04
H -0.58552 -1.34110 1.77092 0.07
H 0.90340 -0.63796 -0.59576 0.00
H -0.59722 0.06607 -1.01276 0.05
H 1.51095 -0.41421 -3.09699 0.04
H -0.06202 -1.64642 -1.67445 0.00
H 0.55026 1.10889 2.59463 0.09
H -0.46009 -0.63754 3.28120 0.02
H -1.89806 -0.34734 2.34506 0.00
H 0.95175 1.15587 -2.45945 0.00
H -0.84331 1.59589 1.42344 0.01
```

LUMO energy (alpha / beta): -2.908 / -11.416 eV
2S+1: 2
ΔE to the lowest compared entry with this formula, charge and spin: 101.82 kJ/mol
calculated total energy: -159.1311 Ha
charge: +1
strongest force on any atom: 2.19 eV/Å